(1)
{
  "formula": "C18H40P2SiSn",
  "method": "the ωB97M-V functional and the def2-TZVPD basis",
  "relative_energy_kcal_mol": 11.8,
  "total_charge": 0,
  "homo_ev": [-4.607, -4.541],
  "gap_ha": [0.178, 0.179],
  "symbols": ["P", "P", "C", "C", "H", "H", "H", "H", "C", "H", "H", "H", "C", "H", "H", "H", "C", "H", "H", "H", "C", "H", "H", "H", "Sn", "C", "C", "C", "C", "C", "C", "C", "C", "C", "H", "H", "H", "H", "H", "H", "H", "H", "H", "H", "H", "H", "H", "H", "H", "C", "Si", "C", "C", "H", "H", "H", "H", "H", "H", "H", "H", "H"],
  "xyz": [[0.77086, -1.19374, -1.23225], [1.70373, 1.82951, -0.87497], [1.48846, -0.23798, -2.71180], [2.48709, 0.83234, -2.24134], [0.62937, 0.22164, -3.25727], [1.96211, -0.93131, -3.42777], [3.39692, 0.32007, -1.86183], [2.77440, 1.53516, -3.04592], [0.11446, 2.51553, -1.47329], [-0.36127, 3.09788, -0.66406], [-0.64571, 1.79444, -1.83237], [0.33220, 3.20794, -2.30190], [2.73973, 3.18151, -0.30082], [2.40613, 4.02351, -0.91070], [3.80142, 2.95344, -0.42852], [2.55775, 3.38190, 0.76550], [-0.12997, -2.25698, -2.50977], [-0.70303, -3.06512, -2.04301], [0.65500, -2.72731, -3.12487], [-0.79858, -1.68267, -3.16313], [1.71735, -2.72560, -0.88616], [2.48356, -2.59878, -0.12723], [2.17760, -3.12937, -1.79642], [0.99335, -3.45752, -0.49266], [1.70967, 0.28539, 0.85204], [-2.90600, 0.53704, -1.12349], [-2.73688, -0.07325, -2.31380], [-3.61115, -1.17056, -2.83082], [-4.21997, -2.03150, -1.67857], [-3.20096, -2.93504, -1.04840], [-2.28423, -2.65011, -0.15187], [-2.08630, -1.38009, 0.61736], [-2.81613, -0.04314, 0.25139], [3.13201, -1.06421, 1.83987], [-2.73346, 1.60718, -1.06296], [-1.94881, 0.29195, -2.97614], [-3.04161, -1.82982, -3.49500], [-4.46118, -0.82892, -3.42445], [-4.75961, -1.33601, -1.00376], [-4.94138, -2.71516, -2.14334], [-3.26789, -3.99215, -1.40565], [-1.50923, -3.40229, 0.04063], [-0.99084, -1.21799, 0.66763], [-2.34788, -1.56422, 1.66947], [-3.78474, -0.13497, 0.75082], [-2.26515, 0.73209, 0.81529], [3.94351, -0.40379, 2.19691], [3.51431, -1.79106, 1.11655], [2.62846, -1.53883, 2.70445], [2.19541, 2.96528, 3.87547], [1.19626, 1.47601, 3.26708], [1.27281, 0.34005, 4.78430], [-0.55984, 2.09768, 2.97527], [3.16448, 3.04162, 3.37029], [2.39432, 2.87213, 4.95469], [1.65565, 3.91053, 3.72833], [1.33309, 0.94574, 5.70542], [0.38975, -0.30311, 4.87489], [2.16276, -0.30503, 4.76909], [-0.83120, 2.79449, 3.78144], [-0.64144, 2.64134, 2.02347], [-1.29959, 1.28425, 2.96862]],
  "atomic_forces_ev_per_a": [[-2.44, -1.51, -2.86], [1.11, -0.26, -0.64], [0.49, 0.10, 0.38], [-0.01, 0.80, -0.56], [0.47, -0.37, 0.59], [0.01, 0.25, 0.27], [-0.48, 0.61, 0.02], [0.03, -0.40, 0.12], [-0.27, 0.41, -0.24], [0.34, -0.26, -0.22], [0.77, 0.03, 0.39], [-0.04, -0.11, 0.18], [-0.37, 0.93, -0.64], [0.62, 0.63, 0.14], [-0.23, 0.04, -0.14], [-0.11, -0.16, -0.43], [-0.28, -0.39, -0.77], [0.14, 0.35, -0.14], [-0.38, 0.08, -0.16], [0.12, -0.14, 0.18], [1.08, -0.01, 0.47], [0.00, -0.12, -0.08], [-0.09, 0.01, 0.22], [0.15, 0.30, -0.21], [-1.41, -1.28, 5.23], [1.47, -0.12, -0.23], [-0.79, 0.32, -0.19], [0.73, -1.91, 0.97], [-0.31, 0.20, -0.58], [-0.81, -1.09, -0.42], [0.45, 0.36, 0.49], [0.70, 0.48, -0.25], [-1.03, -0.70, 1.49], [1.24, 0.47, -0.23], [0.90, 0.06, -0.27], [-0.96, 0.87, -0.64], [-0.04, -0.06, -0.02], [0.22, 0.66, 0.01], [0.31, -0.58, -0.14], [-0.22, 0.42, 0.16], [0.39, 0.96, 0.07], [-0.47, 0.05, 0.27], [-0.46, 0.26, -0.10], [-0.09, -0.08, -0.14], [-0.23, 0.28, 0.03], [-0.29, -0.37, -0.06], [-0.19, -0.69, -0.05], [0.17, 0.07, 0.58], [0.04, 0.31, -0.71], [0.29, 0.38, 0.07], [0.22, 0.15, -0.98], [-0.10, -0.36, 0.04], [-0.35, 0.15, 0.46], [-0.10, 0.07, 0.11], [-0.04, 0.05, -0.28], [0.11, -0.12, -0.06], [-0.07, -0.11, -0.39], [0.16, -0.01, -0.07], [-0.20, 0.13, -0.01], [-0.12, -0.07, -0.12], [0.07, -0.14, 0.16], [0.21, 0.16, -0.06]]
}

=====

(2)
{
  "formula": "C18H41ClGaO8",
  "method": "the ωB97M-V functional and the def2-TZVPD basis",
  "total_charge": -1,
  "homo_ev": -4.851,
  "gap_ha": 0.265,
  "symbols": ["C", "C", "C", "C", "O", "Ga", "C", "C", "O", "Cl", "H", "H", "H", "H", "H", "H", "H", "H", "H", "H", "H", "H", "H", "C", "O", "C", "C", "O", "C", "C", "O", "C", "H", "H", "H", "H", "H", "H", "H", "H", "H", "H", "H", "H", "H", "H", "C", "O", "C", "C", "O", "C", "C", "O", "C", "H", "H", "H", "H", "H", "H", "H", "H", "H", "H", "H", "H", "H", "H"],
  "xyz": [[-0.63632, 3.92543, -1.12647], [0.58468, 3.00676, -1.06005], [1.31316, 3.25438, 0.25886], [2.31111, 2.16589, 0.59801], [2.73704, 2.17576, 1.91595], [1.39381, 1.84510, 3.20551], [-0.27114, 0.96585, 2.30239], [-0.53675, -0.40248, 2.78854], [-0.31737, -0.85268, 3.87807], [-1.32334, -1.52035, 1.52909], [-1.20410, 3.82243, -0.21547], [-1.23095, 3.73053, -2.00530], [-0.27956, 4.94757, -1.15456], [0.19955, 1.99739, -1.07562], [1.24791, 3.19461, -1.89116], [0.56969, 3.39221, 1.03266], [1.84923, 4.19265, 0.15649], [3.18769, 2.34569, -0.03102], [1.93386, 1.19040, 0.28084], [1.92295, 1.00654, 4.45811], [0.88771, 3.28393, 3.76811], [-0.17735, 0.94401, 1.22773], [-1.15350, 1.53706, 2.55557], [-0.29092, -5.02384, 4.16505], [-1.45279, -4.80732, 4.93150], [-2.16046, -3.65640, 4.47627], [-3.55940, -3.64334, 5.04353], [-4.47876, -4.48010, 4.34167], [-4.37878, -5.87076, 4.58485], [-4.98547, -6.30839, 5.90050], [-4.08948, -6.07977, 6.97301], [-4.73050, -6.15988, 8.22101], [0.38190, -4.16122, 4.21543], [0.21832, -5.89601, 4.57353], [-0.54609, -5.22303, 3.11679], [-2.20969, -3.65275, 3.38338], [-1.62507, -2.76560, 4.80989], [-3.95255, -2.63237, 4.92408], [-3.55386, -3.87569, 6.11007], [-3.34674, -6.21659, 4.49480], [-4.95943, -6.33955, 3.78628], [-5.20534, -7.38603, 5.85651], [-5.92100, -5.75946, 6.06665], [-5.50146, -5.38527, 8.31518], [-3.97852, -5.99871, 8.99086], [-5.18678, -7.14714, 8.36949], [1.59576, 5.62101, -4.92977], [1.74325, 4.35711, -5.53411], [1.15407, 4.30385, -6.81844], [1.63232, 3.07898, -7.56383], [2.91206, 3.23449, -8.16197], [4.02870, 3.16908, -7.28534], [4.37346, 1.76634, -6.83997], [3.52869, 1.36508, -5.77928], [3.58809, -0.02260, -5.54552], [0.53671, 5.88196, -4.82053], [2.04977, 5.57087, -3.94271], [2.10901, 6.39380, -5.51545], [1.41025, 5.20370, -7.39221], [0.06171, 4.25128, -6.70227], [0.94887, 2.91036, -8.39895], [1.60040, 2.19686, -6.92226], [3.89530, 3.82766, -6.42550], [4.86935, 3.54909, -7.86994], [5.41471, 1.74610, -6.48630], [4.27121, 1.07848, -7.68910], [3.23735, -0.58111, -6.42217], [2.93553, -0.24444, -4.70436], [4.60835, -0.33742, -5.29666]],
  "atomic_forces_ev_per_a": [[0.94, 0.08, -0.21], [-0.70, 0.51, 0.85], [-0.03, -0.11, -0.81], [0.65, 0.29, 0.11], [-0.36, -0.33, 0.29], [-0.05, 0.54, 0.76], [0.43, -0.76, -0.10], [0.81, 0.23, 1.63], [-0.69, 0.09, -1.42], [0.03, -0.16, -0.05], [-0.47, -0.14, 0.17], [-0.41, 0.00, -0.22], [-0.10, 0.46, -0.10], [0.21, -0.58, -0.22], [0.17, -0.23, -0.45], [-0.10, -0.11, 0.44], [0.10, 0.35, 0.26], [0.24, -0.08, -0.29], [-0.33, -0.32, -0.01], [0.14, -0.15, -0.29], [-0.05, -0.02, -0.19], [-0.18, 0.06, -0.38], [-0.22, 0.40, 0.19], [0.03, 0.00, 0.10], [-0.16, -0.14, -0.14], [0.03, -0.24, 0.32], [-0.05, 0.10, -0.11], [-0.01, -0.02, 0.12], [-0.07, 0.05, -0.15], [0.22, -0.12, 0.08], [-0.03, 0.15, 0.01], [0.08, -0.01, -0.06], [0.00, 0.01, -0.09], [-0.01, 0.00, 0.03], [0.06, 0.08, -0.02], [0.00, 0.08, -0.03], [0.02, 0.17, -0.14], [-0.03, -0.01, -0.04], [0.10, -0.09, 0.01], [0.03, 0.00, 0.16], [-0.01, 0.00, 0.00], [-0.13, 0.03, -0.05], [-0.03, -0.01, -0.04], [-0.06, -0.06, 0.03], [0.02, -0.01, -0.01], [-0.06, 0.03, 0.04], [-0.01, -0.12, 0.03], [0.18, 0.06, -0.07], [-0.02, -0.12, 0.29], [-0.06, -0.01, -0.19], [0.00, -0.01, 0.07], [0.08, 0.06, -0.16], [-0.04, 0.03, 0.31], [-0.14, -0.03, -0.13], [-0.01, 0.08, 0.05], [0.01, 0.08, -0.01], [-0.02, -0.04, 0.02], [-0.09, 0.05, 0.00], [-0.03, 0.00, -0.05], [-0.02, 0.08, -0.12], [0.02, 0.01, -0.02], [0.02, 0.07, 0.13], [-0.05, -0.11, 0.10], [-0.01, -0.01, -0.03], [0.05, -0.03, -0.13], [0.04, 0.01, -0.04], [0.08, -0.04, 0.00], [0.01, 0.03, 0.03], [-0.01, -0.06, -0.03]]
}

=====

(3)
{
  "formula": "C18H41OP3PbSe",
  "method": "the ωB97M-V functional and the def2-TZVPD basis",
  "total_charge": 4,
  "homo_ev": [-20.390, -20.365],
  "gap_ha": [0.223, 0.152],
  "symbols": ["Pb", "P", "P", "P", "H", "C", "C", "H", "C", "C", "C", "C", "C", "C", "C", "C", "C", "H", "H", "H", "H", "H", "H", "H", "H", "H", "H", "H", "H", "H", "H", "H", "H", "H", "H", "H", "H", "H", "H", "H", "H", "H", "H", "H", "H", "H", "C", "C", "C", "C", "C", "C", "Se", "H", "H", "H", "H", "H", "H", "C", "O", "H", "H", "H", "H"],
  "xyz": [[-0.80027, 0.03896, 0.06029], [-0.78064, 3.21580, -0.67585], [-1.84159, -0.66084, -2.27658], [1.80355, 0.68109, -1.20037], [0.35254, -0.59520, 3.10070], [1.25676, -0.04532, 2.81297], [1.28762, 1.28913, 2.93147], [0.40959, 1.79474, 3.34177], [-2.09632, 4.29313, 0.04971], [-1.04601, 3.71113, -2.43287], [0.62911, 4.35604, -0.32173], [-1.66574, -2.48384, -1.98797], [-3.64131, -0.34504, -2.33477], [-1.08862, -0.30510, -3.89854], [3.24788, 1.21463, -0.18280], [2.12894, 1.57088, -2.78327], [2.31596, -1.03824, -1.61741], [2.08164, -0.65524, 2.39595], [2.15196, 1.91034, 2.69398], [-2.04345, 4.21516, 1.14449], [-3.08057, 4.00327, -0.33371], [-1.92740, 5.34848, -0.19498], [-2.00828, 3.30380, -2.77390], [-0.21886, 3.35020, -3.05777], [-1.08603, 4.80489, -2.51107], [0.81451, 4.36840, 0.75830], [0.38923, 5.37882, -0.63141], [1.53107, 4.04744, -0.86039], [-2.16249, -3.07843, -2.76662], [-2.10921, -2.74877, -1.01397], [-0.59787, -2.75464, -1.96725], [-4.14605, -0.95887, -3.10175], [-3.81997, 0.71552, -2.56139], [-4.11619, -0.57047, -1.36606], [-1.62050, -0.83823, -4.70774], [-0.02813, -0.60927, -3.92510], [-1.14728, 0.77718, -4.10182], [4.20413, 0.95477, -0.65588], [3.20362, 0.72961, 0.79853], [3.22473, 2.30566, -0.06807], [3.12061, 1.31614, -3.18021], [2.11365, 2.65610, -2.60679], [1.36736, 1.29094, -3.52736], [3.36198, -1.03784, -1.92934], [1.70689, -1.41996, -2.44202], [2.20718, -1.67739, -0.73489], [1.14285, -4.46472, 2.37352], [1.36008, -3.48997, 3.34667], [2.08547, -3.75169, 4.50237], [2.57652, -5.04429, 4.75194], [2.30920, -6.06942, 3.83202], [1.58600, -5.80215, 2.64064], [0.30766, -3.78970, 0.74304], [-0.18262, -2.34896, 0.99733], [0.99243, -2.47541, 3.18195], [2.28219, -2.94233, 5.22018], [3.16633, -5.25799, 5.66345], [2.66931, -7.09254, 4.04529], [1.37812, -6.60365, 1.93433], [-4.10068, 1.45815, 1.00029], [-3.05742, 0.56889, 1.32173], [-4.12478, 2.25717, 1.75374], [-5.06904, 0.94054, 1.14330], [-3.95730, 1.83433, -0.04239], [-3.20202, 0.25415, 2.23412]],
  "atomic_forces_ev_per_a": [[-0.19, 0.84, 0.83], [0.08, 3.20, -1.14], [-1.06, -1.12, -0.87], [3.30, 0.31, -1.23], [0.31, 0.25, 0.08], [0.07, 0.26, -0.59], [-0.29, -0.47, 0.07], [0.35, -0.01, -0.02], [-0.50, -0.97, 0.97], [-0.04, -1.20, -0.29], [0.63, -0.97, 0.59], [0.19, 0.35, 0.18], [-0.16, 0.16, -0.05], [0.14, 0.32, -0.16], [-0.82, 0.39, 0.69], [-1.06, 0.30, 0.10], [-1.19, -0.24, 0.30], [-0.35, 0.50, 0.44], [-0.16, -0.25, 0.06], [-0.36, 0.00, -0.24], [0.15, 0.05, 0.29], [0.36, -0.31, -0.30], [0.32, 0.11, -0.16], [-0.35, 0.07, -0.03], [0.04, -0.20, 0.31], [0.18, 0.03, -0.20], [-0.30, -0.28, -0.10], [-0.05, 0.08, 0.22], [0.08, 0.24, 0.10], [0.00, 0.07, -0.31], [-0.27, 0.04, -0.12], [0.37, 0.19, 0.19], [0.03, -0.27, -0.01], [0.30, 0.02, -0.25], [0.10, 0.13, 0.42], [-0.45, 0.04, 0.07], [-0.02, -0.38, 0.03], [-0.39, -0.17, -0.30], [0.08, 0.22, -0.15], [-0.01, -0.24, 0.16], [-0.09, -0.23, 0.34], [-0.08, -0.31, -0.15], [0.32, 0.26, 0.15], [0.04, 0.29, 0.04], [0.10, -0.11, 0.12], [0.07, -0.06, -0.19], [-0.49, 0.65, -0.52], [0.69, 1.26, 1.79], [-0.61, 1.11, -0.51], [0.38, -0.34, 0.41], [-0.83, -0.55, -1.70], [0.69, -0.57, 0.68], [0.30, -1.12, 0.50], [0.74, -1.26, 0.76], [0.18, -0.53, 0.17], [-0.15, -0.45, -0.37], [-0.44, 0.15, -0.61], [-0.33, 0.67, -0.30], [0.10, 0.11, 0.17], [-1.66, 0.89, 0.11], [1.53, -1.12, 0.19], [0.16, 0.22, -0.58], [0.37, 0.21, -0.63], [-0.25, -0.33, 0.98], [0.21, 0.06, -0.43]]
}

=====

Let's list total energy in order: -51594.4760 -100607.4070 -119794.4398 eV.